Molecular formula: C29H33B2CaN12O2
Method: DFT, ωB97M-V with the def2-TZVPD basis set

Summary:
net charge = -1
calculated total energy = -72381.9378 eV
HOMO-LUMO gap = 6.8 eV
lowest unoccupied orbital energy = 2.35 eV
multiplicity = 1

Each line ends with the Mulliken charge.
Geometry (Å):
Ca 0.522 0.107 -0.105  1.888
C 0.153 4.120 -0.359  -0.947
C -1.139 3.402 -0.127  0.292
C -2.415 3.975 -0.029  -1.448
C -3.275 2.907 0.126  0.862
C -4.763 2.912 0.252  -1.265
N -2.536 1.781 0.136  0.088
N -1.213 2.081 -0.020  0.996
B -3.043 0.318 0.239  -1.738
N -2.695 -0.508 -1.024  0.526
N -1.400 -0.731 -1.395  0.356
C -1.434 -1.470 -2.493  0.304
C -0.170 -1.899 -3.161  -1.082
C -2.762 -1.735 -2.857  -1.559
C -3.527 -1.107 -1.897  0.990
C -5.014 -1.052 -1.774  -1.256
N -2.505 -0.359 1.526  0.472
N -1.166 -0.500 1.736  0.429
C -1.030 -1.123 2.899  0.427
C 0.322 -1.450 3.442  -0.853
C -2.287 -1.388 3.463  -1.645
C -3.195 -0.889 2.553  0.976
C -4.688 -0.892 2.609  -1.237
H -0.043 5.185 -0.494  0.368
H 0.666 3.744 -1.243  0.026
H 0.852 4.020 0.472  0.079
H -2.673 5.019 -0.088  0.453
H -5.117 3.943 0.250  0.353
H -5.102 2.434 1.171  0.193
H -5.240 2.388 -0.577  0.187
H -4.241 0.351 0.322  -0.132
H 0.711 -1.471 -2.682  0.009
H -0.153 -1.581 -4.206  0.310
H -0.058 -2.984 -3.130  0.315
H -3.114 -2.305 -3.702  0.470
H -5.462 -1.608 -2.597  0.348
H -5.390 -0.029 -1.812  0.188
H -5.363 -1.489 -0.838  0.183
H 1.100 -1.265 2.702  -0.186
H 0.390 -2.506 3.713  0.343
H 0.549 -0.861 4.334  0.235
H -2.502 -1.884 4.395  0.477
H -5.013 -1.357 3.539  0.347
H -5.125 -1.449 1.779  0.183
H -5.100 0.117 2.570  0.189
O 3.404 -2.149 0.622  -0.597
B 2.011 -2.008 0.207  1.063
O 1.582 -3.379 -0.038  -0.569
C 2.626 -4.209 0.210  0.647
C 2.674 -5.581 0.111  -0.965
C 3.886 -6.204 0.431  -0.481
C 4.990 -5.460 0.829  -0.465
C 4.925 -4.065 0.924  -1.079
C 3.725 -3.467 0.608  0.734
H 1.803 -6.142 -0.203  0.468
H 3.963 -7.282 0.364  0.360
H 5.917 -5.966 1.068  0.361
H 5.777 -3.471 1.225  0.454
N 4.456 2.063 3.507  -0.698
N 3.130 2.029 3.060  1.259
N 2.228 2.896 3.450  -1.052
C 1.193 2.510 2.708  -0.595
N 1.487 1.464 1.929  0.018
N 2.756 1.173 2.169  -0.509
H 4.400 2.233 4.506  0.274
H 4.796 1.117 3.354  0.316
H 0.218 2.964 2.736  0.616
N 4.319 4.000 -5.983  -0.592
C 3.787 3.431 -5.134  -0.048
C 3.115 2.725 -4.063  0.608
C 1.770 2.388 -4.186  -0.744
C 1.138 1.735 -3.135  -0.051
C 1.770 1.376 -1.926  -0.498
C 3.136 1.724 -1.883  -0.348
C 3.808 2.387 -2.903  -0.882
H 1.234 2.641 -5.093  0.409
H 0.080 1.509 -3.270  0.295
H 3.730 1.467 -1.007  0.381
H 4.858 2.640 -2.812  0.396


Molecular formula: C29H33BrHfN9O2
Method: DFT, ωB97M-V with the def2-TZVPD basis set

Summary:
net charge = +3
calculated total energy = -119445.4180 eV
HOMO-LUMO gap = 6.7 eV
lowest unoccupied orbital energy = -8.28 eV
multiplicity = 1

Each line ends with the Mulliken charge.
Geometry (Å):
Hf -0.023 -0.027 -0.317  0.302
O -4.303 -2.242 -1.693  -0.560
C -4.837 -1.706 -0.552  0.936
C -6.183 -1.803 -0.230  -0.839
C -6.642 -1.227 0.944  -0.513
C -5.774 -0.552 1.793  -0.972
C -4.434 -0.451 1.464  -0.107
C -3.959 -1.028 0.293  -0.766
C -2.511 -0.984 -0.095  1.290
O -1.809 0.099 0.517  -1.050
N -1.850 -2.269 0.239  -0.350
N -0.525 -2.079 0.609  -0.130
C 0.013 -2.912 1.430  -0.551
C 1.350 -2.782 1.909  0.623
Br 2.190 -1.146 1.392  -0.127
C 1.988 -3.628 2.745  -0.790
C 1.545 -4.951 3.136  0.557
C 0.857 -5.811 2.269  -0.446
C 0.457 -7.060 2.707  -0.613
C 0.732 -7.460 4.010  -0.446
C 1.438 -6.626 4.869  -0.609
C 1.864 -5.387 4.431  -0.496
H -4.997 -2.667 -2.211  0.351
H -6.864 -2.324 -0.891  0.360
H -7.691 -1.304 1.195  0.435
H -6.147 -0.102 2.701  0.436
H -3.750 0.086 2.109  0.394
H -2.455 -0.862 -1.191  0.100
H -2.383 -2.794 0.928  0.489
H -0.576 -3.731 1.838  0.662
H 2.923 -3.292 3.184  0.421
H 0.705 -5.535 1.232  0.599
H -0.047 -7.735 2.030  0.408
H 0.418 -8.439 4.348  0.417
H 1.670 -6.952 5.873  0.414
H 2.431 -4.745 5.093  0.393
N 0.045 -1.469 -2.191  -0.291
C -0.409 -0.855 -3.436  0.741
C -0.381 -1.496 -4.642  -0.570
C -0.902 -0.863 -5.790  -0.792
C -1.461 0.381 -5.703  -0.930
C -1.505 1.061 -4.463  0.483
C -2.092 2.335 -4.294  -0.592
C -2.107 2.917 -3.054  -1.026
C -1.516 2.242 -1.981  -0.142
N -0.951 1.049 -2.099  0.722
C -0.951 0.441 -3.324  -0.027
H -0.602 -2.224 -1.935  0.545
H 0.946 -1.929 -2.327  0.445
H 0.024 -2.498 -4.721  0.538
H -0.870 -1.383 -6.737  0.448
H -1.881 0.859 -6.578  0.481
H -2.538 2.834 -5.146  0.508
H -2.563 3.881 -2.884  0.466
H -1.521 2.680 -0.990  0.527
C 4.265 1.308 -2.584  -1.060
N 3.860 2.133 -1.444  0.098
C 4.702 3.276 -1.066  -1.063
C 2.729 1.842 -0.806  0.529
N 1.901 0.885 -1.160  -0.261
N 2.452 2.619 0.309  -0.010
C 1.323 2.628 1.090  0.603
N 1.287 3.581 2.022  -0.349
N 0.364 1.752 0.931  -0.208
H 5.254 1.615 -2.904  0.307
H 3.579 1.434 -3.425  0.401
H 4.325 0.257 -2.297  0.386
H 5.494 3.379 -1.800  0.276
H 5.173 3.120 -0.093  0.386
H 4.134 4.208 -1.079  0.437
H 2.217 0.449 -2.020  0.051
H 3.161 3.291 0.558  0.191
H 2.002 4.283 2.114  0.190
H 0.522 3.632 2.676  0.227
H -0.406 1.912 1.578  0.112


Molecular formula: C29H33Cl2N6O8RuS
Method: DFT, ωB97M-V with the def2-TZVPD basis set

Summary:
calculated total energy = -94395.6427 eV
HOMO-LUMO gap (spin up / spin down) = 7.4 / 7.5 eV
lowest unoccupied orbital energy (spin up / spin down) = -0.06 / -0.08 eV
multiplicity = 2

Each line ends with the Mulliken spin population.
Geometry (Å):
Ru 1.399 0.611 -0.380  0.962
O 1.726 -2.887 1.457  -0.002
C 2.163 -1.784 1.188  -0.011
O 2.079 -1.299 -0.033  0.005
C 2.901 -0.955 2.202  0.004
C 2.962 -1.461 3.496  0.001
C 3.682 -0.816 4.486  0.002
C 4.365 0.353 4.177  -0.002
C 4.304 0.877 2.897  0.006
C 3.570 0.242 1.900  -0.005
S 3.530 1.030 0.319  0.016
H 2.436 -2.384 3.699  0.000
H 3.715 -1.222 5.489  0.000
H 4.933 0.871 4.939  0.000
H 4.801 1.810 2.666  -0.002
N 2.337 1.254 -2.128  -0.022
C 1.222 1.042 -3.072  0.002
C 1.553 1.236 -4.542  -0.003
C 2.718 0.371 -5.037  0.001
C 2.432 -1.112 -5.315  -0.001
N 1.656 -1.846 -4.318  0.000
C 2.036 -2.124 -3.064  0.000
N 1.196 -2.704 -2.219  0.001
N 3.276 -1.855 -2.646  0.003
C 0.112 1.955 -2.500  0.021
O -0.662 2.516 -3.251  0.003
O 0.133 2.021 -1.204  0.034
H 2.514 2.253 -2.030  0.007
H 3.218 0.809 -2.357  -0.003
H 0.851 0.031 -2.898  -0.001
H 1.781 2.288 -4.729  0.001
H 0.643 1.029 -5.110  0.001
H 3.570 0.466 -4.356  0.000
H 3.088 0.780 -5.980  0.000
H 3.373 -1.640 -5.490  0.000
H 1.864 -1.200 -6.240  0.000
H 0.690 -2.033 -4.531  0.000
H 0.207 -2.581 -2.387  0.002
H 1.427 -2.559 -1.227  -0.007
H 3.936 -1.412 -3.258  0.002
H 3.410 -1.767 -1.636  -0.002
Cl -5.774 -2.295 -1.153  0.000
C -4.809 -0.853 -1.327  0.000
C -4.500 -0.407 -2.597  0.000
C -3.692 0.709 -2.751  0.000
C -3.255 1.395 -1.632  0.000
C -3.614 0.959 -0.369  0.001
Cl -3.162 1.949 0.981  0.000
C -4.356 -0.208 -0.167  -0.001
N -4.637 -0.717 1.089  0.000
C -3.713 -0.814 2.159  0.001
C -4.152 -0.481 3.439  0.000
C -3.313 -0.612 4.531  0.000
C -2.010 -1.060 4.347  0.000
C -1.572 -1.385 3.076  0.001
C -2.412 -1.283 1.967  0.001
C -1.902 -1.734 0.627  -0.004
C -0.845 -0.845 -0.004  -0.042
O -0.553 -0.994 -1.212  0.027
O -0.233 -0.027 0.760  -0.013
H -4.878 -0.952 -3.452  0.000
H -3.408 1.055 -3.734  0.000
H -2.636 2.274 -1.728  0.000
H -5.472 -1.272 1.165  0.000
H -5.161 -0.106 3.558  0.000
H -3.672 -0.360 5.521  0.000
H -1.338 -1.160 5.191  0.000
H -0.560 -1.743 2.926  0.000
H -2.697 -1.884 -0.099  0.002
H -1.409 -2.704 0.746  0.000
N -1.716 3.324 3.617  0.000
C -0.778 2.212 3.502  0.000
C 0.275 2.464 2.437  0.008
O 1.254 1.770 2.342  0.011
O 0.021 3.473 1.611  -0.002
H -2.637 3.006 3.885  0.000
H -0.852 3.828 1.876  0.000
H -1.409 4.005 4.300  0.000
H -1.307 1.318 3.166  0.001
H -0.259 1.948 4.426  0.000


Molecular formula: C29H33ClIrN7OS
Method: DFT, ωB97M-V with the def2-TZVPD basis set

Summary:
net charge = +2
calculated total energy = -69267.1819 eV
HOMO-LUMO gap (spin up / spin down) = 6.4 / 2.6 eV
lowest unoccupied orbital energy (spin up / spin down) = -5.68 / -9.44 eV
multiplicity = 5

Each line ends with the Mulliken spin population.
Geometry (Å):
Ir 0.214 0.091 -0.024  1.758
N -1.605 -2.931 -2.636  0.230
C -1.220 -2.034 -1.728  0.125
S 0.497 -1.638 -1.548  0.297
N -2.079 -1.461 -0.935  0.262
N -1.659 -0.501 -0.143  0.276
C -2.497 -0.071 0.873  0.272
C -3.811 -0.616 1.115  0.036
C -4.751 -0.834 0.096  0.094
C -6.029 -1.243 0.414  -0.032
C -6.388 -1.489 1.735  0.108
C -5.446 -1.339 2.746  -0.038
C -4.178 -0.896 2.447  0.096
C -1.929 0.922 1.701  0.060
C -2.688 1.768 2.542  0.099
C -2.076 2.800 3.196  0.031
C -0.693 2.986 3.041  0.110
C 0.008 2.125 2.233  0.038
N -0.573 1.125 1.556  0.133
H -0.944 -3.376 -3.251  -0.006
H -2.586 -3.141 -2.733  -0.009
H -4.489 -0.612 -0.926  -0.005
H -6.766 -1.350 -0.365  0.001
H -7.385 -1.818 1.973  0.003
H -5.698 -1.579 3.766  0.001
H -3.432 -0.811 3.222  0.001
H -3.753 1.611 2.606  0.011
H -2.649 3.477 3.806  0.000
H -0.188 3.790 3.545  0.002
H 1.080 2.233 2.137  0.024
C 4.891 -0.660 -2.357  0.003
C 6.112 0.277 -2.373  -0.001
C 7.006 -0.128 -1.201  0.000
C 6.877 -0.006 -3.676  0.000
C 5.662 1.784 -2.292  0.000
O 4.490 1.965 -3.073  0.001
C 6.697 2.830 -2.807  0.000
C 7.607 3.577 -1.813  0.000
C 8.715 2.778 -1.213  0.000
C 8.806 2.570 0.169  0.000
C 9.872 1.891 0.717  0.000
C 10.886 1.411 -0.119  0.000
Cl 12.234 0.613 0.553  0.000
C 10.806 1.598 -1.504  0.000
C 9.731 2.272 -2.035  0.000
C 5.249 2.233 -0.873  0.001
N 4.134 1.519 -0.336  0.003
C 2.883 1.451 -0.777  -0.007
N 2.174 0.686 0.051  0.034
C 3.074 0.314 1.002  -0.010
N 4.256 0.810 0.783  0.002
H 5.222 -1.667 -2.596  0.000
H 4.139 -0.374 -3.088  -0.001
H 4.429 -0.705 -1.377  0.000
H 7.332 -1.153 -1.357  0.000
H 6.472 -0.094 -0.256  0.000
H 7.889 0.498 -1.140  0.000
H 6.989 -1.081 -3.787  0.000
H 7.879 0.414 -3.657  0.000
H 6.349 0.357 -4.556  0.000
H 4.686 1.716 -3.983  0.000
H 6.092 3.598 -3.294  0.000
H 7.324 2.377 -3.569  0.000
H 7.032 4.058 -1.023  0.000
H 8.071 4.374 -2.403  0.000
H 8.037 2.958 0.821  0.000
H 9.938 1.738 1.782  0.000
H 11.593 1.232 -2.143  0.000
H 9.679 2.439 -3.099  0.000
H 4.975 3.290 -0.934  0.000
H 6.073 2.090 -0.178  0.000
H 2.542 1.913 -1.681  -0.003
H 2.846 -0.311 1.844  -0.002


Molecular formula: C29H33N6S3Ta
Method: DFT, ωB97M-V with the def2-TZVPD basis set

Summary:
net charge = +2
calculated total energy = -73594.5769 eV
HOMO-LUMO gap = 6.4 eV
lowest unoccupied orbital energy = -6.75 eV
multiplicity = 1

Each line ends with the Mulliken charge.
Geometry (Å):
Ta -0.732 -0.550 0.020  0.642
S 0.302 -1.419 2.176  -0.376
C 1.629 -0.510 1.518  0.791
C 2.874 -0.288 2.096  -0.765
C 3.785 0.481 1.402  -0.219
C 3.453 1.028 0.156  -0.893
C 2.211 0.776 -0.361  -0.344
N 1.329 0.003 0.304  0.274
H 3.101 -0.716 3.061  0.496
H 4.764 0.666 1.825  0.431
H 4.157 1.635 -0.393  0.471
H 1.884 1.161 -1.318  0.475
S -1.097 0.372 -2.087  -0.473
C -0.166 -0.175 -3.511  0.777
C -0.435 -1.401 -4.102  -0.296
C 0.286 -1.773 -5.226  -0.723
C 1.263 -0.932 -5.741  -0.587
C 1.515 0.295 -5.143  -0.735
C 0.791 0.688 -4.027  -0.538
H -1.187 -2.059 -3.689  0.363
H 0.084 -2.725 -5.698  0.450
H 1.823 -1.230 -6.618  0.434
H 2.267 0.956 -5.553  0.433
H 0.963 1.655 -3.571  0.548
C -3.458 5.689 2.773  -1.401
C -3.308 4.590 1.779  0.636
C -4.062 4.448 0.647  -1.040
C -3.781 3.384 -0.218  1.152
N -2.805 2.506 0.025  0.168
C -2.066 2.653 1.118  0.036
S -0.737 1.659 1.517  -0.563
N -2.333 3.674 1.985  0.075
C -4.567 3.209 -1.474  -1.436
H -4.483 6.051 2.791  0.396
H -2.812 6.523 2.492  0.316
H -3.180 5.364 3.776  0.409
H -4.853 5.151 0.428  0.498
H -1.747 3.747 2.809  0.328
H -5.631 3.109 -1.248  0.360
H -4.217 2.342 -2.027  0.175
H -4.460 4.094 -2.105  0.459
C -4.083 -4.283 0.381  -1.082
N -3.014 -3.604 -0.328  0.344
C -3.138 -3.366 -1.744  -0.714
C -1.775 -3.415 0.312  0.072
C -0.537 -3.529 -0.541  -0.759
C -0.063 -4.748 -0.994  -0.320
C 1.084 -4.789 -1.777  -0.766
C 1.746 -3.608 -2.102  -0.848
C 1.267 -2.395 -1.636  -0.588
C 0.112 -2.329 -0.842  1.364
H -5.048 -3.979 -0.024  0.335
H -4.067 -4.009 1.437  0.392
H -4.017 -5.374 0.310  0.316
H -4.193 -3.359 -2.017  0.441
H -2.635 -4.121 -2.360  0.329
H -2.706 -2.395 -2.019  -0.039
H -1.714 -4.031 1.213  0.744
H -1.696 -2.350 0.752  -1.012
H -0.581 -5.664 -0.733  0.526
H 1.465 -5.739 -2.128  0.435
H 2.639 -3.638 -2.712  0.513
H 1.807 -1.494 -1.904  0.380
N -3.899 -0.383 -0.463  -0.004
C -5.096 -0.326 0.121  -0.464
C -4.892 -0.393 1.490  -1.023
C -3.516 -0.491 1.643  -0.825
N -2.914 -0.485 0.445  1.321
H -3.658 -0.331 -1.442  0.062
H -5.999 -0.258 -0.464  0.595
H -5.642 -0.389 2.262  0.570
H -2.925 -0.572 2.542  0.510


Molecular formula: C29H33N8ReSSe
Method: DFT, ωB97M-V with the def2-TZVPD basis set

Summary:
net charge = +3
calculated total energy = -120816.7616 eV
HOMO-LUMO gap (spin up / spin down) = 5.5 / 5.3 eV
lowest unoccupied orbital energy (spin up / spin down) = -9.97 / -10.20 eV
multiplicity = 4

Each line ends with the Mulliken spin population.
Geometry (Å):
Re 0.211 0.480 0.351  2.873
C 1.491 -1.446 0.520  -0.154
C 1.893 -1.707 -0.889  0.049
C 1.028 -2.648 -1.440  -0.030
C 0.183 -3.162 -0.398  -0.065
C 0.488 -2.513 0.797  0.172
C 0.131 -3.006 2.142  0.000
C -0.677 -4.361 -0.546  -0.001
C 1.047 -3.168 -2.821  -0.004
C 3.154 -1.262 -1.512  0.001
C 2.599 -1.277 1.531  0.025
H 0.087 -2.220 2.889  0.003
H 0.916 -3.701 2.458  0.004
H -0.798 -3.570 2.139  -0.002
H -0.974 -4.533 -1.579  0.000
H -1.563 -4.333 0.085  -0.002
H -0.104 -5.239 -0.228  -0.004
H 0.088 -3.024 -3.318  0.002
H 1.223 -4.245 -2.801  0.001
H 1.818 -2.700 -3.423  -0.001
H 2.984 -0.632 -2.384  0.003
H 3.690 -2.140 -1.882  0.001
H 3.792 -0.737 -0.809  0.002
H 2.206 -1.175 2.537  -0.003
H 3.228 -0.421 1.306  -0.005
H 3.231 -2.164 1.511  -0.006
Se 4.566 6.675 -0.550  0.000
N 4.097 5.725 0.837  -0.003
C 3.435 4.650 0.454  0.001
C 2.865 3.666 1.333  -0.005
C 2.990 3.690 2.729  0.035
C 2.353 2.710 3.469  -0.009
C 1.604 1.735 2.818  -0.014
N 1.487 1.671 1.493  -0.046
C 2.121 2.618 0.748  -0.049
C 2.013 2.488 -0.682  0.073
N 1.322 1.417 -1.144  -0.004
C 1.271 1.212 -2.461  0.017
C 1.853 2.075 -3.383  -0.006
C 2.501 3.209 -2.935  0.032
C 2.601 3.427 -1.557  -0.007
C 3.282 4.543 -0.972  -0.001
N 3.824 5.536 -1.650  -0.003
H 3.584 4.462 3.194  -0.001
H 2.430 2.691 4.545  0.001
H 1.079 0.976 3.384  0.001
H 0.740 0.327 -2.790  0.002
H 1.796 1.852 -4.435  0.001
H 2.930 3.923 -3.619  -0.001
S -1.315 0.082 2.210  0.027
C -2.961 -0.203 1.716  0.027
N -3.652 0.768 1.139  -0.005
C -5.099 0.702 0.954  0.001
C -5.681 -0.268 1.972  -0.001
C -4.953 -1.597 1.819  0.002
N -3.518 -1.369 1.982  0.004
H -3.217 1.676 1.049  -0.001
H -5.315 0.362 -0.064  0.000
H -5.508 1.703 1.081  0.000
H -6.751 -0.393 1.809  0.000
H -5.546 0.115 2.985  0.000
H -5.141 -2.022 0.828  0.000
H -5.278 -2.320 2.565  0.000
H -2.988 -2.042 2.518  0.002
N -1.889 -1.171 -1.443  0.000
C -2.862 -0.934 -2.336  0.037
C -2.934 0.432 -2.514  -0.006
C -1.941 0.956 -1.691  0.007
N -1.308 -0.030 -1.043  0.038
H -1.534 -2.063 -1.111  -0.002
H -3.441 -1.722 -2.771  0.001
H -3.594 0.969 -3.161  0.000
H -1.686 1.993 -1.556  -0.004


Q: multiplicity of number 1 (C29H33B2CaN12O2)?
A: 1


Q: Look up the multiplicity of the fifth one.
A: 1


Q: What is the formula in the fifth record?
A: C29H33N6S3Ta


Q: Which of these has the highest multiplicity?
A: C29H33ClIrN7OS